Record 1
Below is C16H34ClF2N2O4PPbSi2 as an isolated structure in a non-equilibrium geometry, with properties calculated with the ωB97M-V functional and the def2-TZVPD basis.

Properties
HOMO = -12.31 eV
orbital gap = 1.4 eV
charge = +2
2S+1 = 1

```
63
Properties=species:S:1:pos:R:3:forces:R:3:lowdin_charge:R:1
C -5.514 1.411 3.418 0.17 -0.27 -0.12 -0.06
O -5.940 0.421 4.332 0.00 0.06 0.45 -0.16
C -5.814 -0.878 3.829 0.06 0.95 0.27 -0.17
C -4.374 -1.372 4.049 -0.38 -1.56 -1.38 -0.25
C -3.674 -1.872 2.774 1.22 0.36 0.95 -0.16
C -2.164 -2.176 2.986 -1.62 -0.29 -0.34 -0.26
C -1.389 -2.419 1.706 0.12 0.32 0.32 -0.16
C 0.064 -1.955 1.790 0.08 -0.38 -0.25 -0.17
C 1.109 -2.952 1.251 -0.06 0.69 0.27 -0.17
C 1.892 -2.454 0.053 -0.14 -0.21 -0.64 -0.20
C 1.192 -2.672 -1.291 -0.51 -0.13 0.66 -0.23
C 0.153 -1.607 -1.645 0.65 0.14 -0.23 -0.28
Si 0.858 0.035 -2.199 -0.11 -0.32 0.66 0.43
O 2.336 0.323 -1.511 0.04 0.12 -0.45 -0.34
Si 3.245 1.620 -1.996 -0.34 0.62 -0.26 0.53
C 2.365 3.259 -1.968 0.80 -0.31 -0.10 -0.26
C 2.788 4.122 -3.178 -0.52 -0.21 0.51 -0.31
C 1.680 4.333 -4.184 0.44 0.05 -0.09 -0.58
Cl 0.172 4.867 -3.424 -0.30 0.08 0.02 0.59
N 4.730 1.770 -0.995 -0.38 -1.07 0.15 0.06
C 4.445 1.804 0.367 -1.18 0.22 1.02 -0.53
O 3.351 1.680 0.871 1.57 0.33 -0.79 0.13
F 5.522 2.101 1.082 -0.27 -0.22 -0.04 0.17
C 5.758 0.867 -1.322 1.15 -1.46 0.84 -0.52
O 6.158 -0.061 -0.662 -0.73 1.92 -1.25 0.18
F 6.230 1.151 -2.536 -0.10 -0.17 0.30 0.14
P 0.748 0.161 -4.446 -1.37 0.96 -0.50 0.60
N -0.585 0.957 -4.829 0.36 -0.32 0.29 -0.33
H -5.359 2.331 3.949 -0.18 0.41 0.25 0.10
H -4.562 1.140 2.944 0.30 -0.10 -0.11 0.08
H -6.235 1.532 2.624 -0.26 0.17 -0.27 0.11
H -6.512 -1.502 4.357 -0.25 -0.33 0.24 0.15
H -6.042 -0.897 2.773 -0.07 -0.17 -0.47 0.14
H -3.832 -0.482 4.461 -2.84 0.29 -0.98 -0.13
H -4.394 -2.169 4.791 0.30 0.00 0.56 0.14
H -3.741 -1.113 2.012 -0.30 0.15 -0.46 0.13
H -4.132 -2.790 2.448 -0.41 -0.25 -0.30 0.15
H -1.675 -1.286 3.498 0.68 -0.36 -1.31 -0.08
H -2.063 -3.027 3.653 0.29 -0.09 0.53 0.14
H -1.924 -1.943 0.900 -0.12 0.26 -0.40 0.11
H -1.456 -3.483 1.531 0.09 -0.44 -0.09 0.14
H 0.292 -1.715 2.825 0.18 -0.05 0.43 0.10
H 0.181 -1.026 1.256 -0.06 0.48 -0.18 0.11
H 0.633 -3.892 1.023 -0.16 -0.46 -0.11 0.11
H 1.811 -3.139 2.046 0.29 -0.20 0.33 0.11
H 2.814 -3.010 0.025 0.49 -0.11 0.02 0.12
H 2.140 -1.407 0.153 0.26 0.29 0.24 0.09
H 0.660 -3.612 -1.208 -0.07 -0.48 -0.15 0.11
H 1.914 -2.818 -2.077 0.31 0.16 -0.37 0.11
H -0.508 -2.000 -2.406 -0.26 0.04 -0.40 0.08
H -0.482 -1.391 -0.799 -0.29 0.03 0.41 0.04
H -0.058 1.094 -1.723 -0.05 0.12 -0.25 0.01
H 3.727 1.345 -3.357 0.15 -0.12 0.06 0.04
H 1.293 3.184 -1.885 -0.39 -0.10 -0.03 0.02
H 2.697 3.771 -1.076 -0.02 0.09 0.50 0.08
H 3.628 3.670 -3.685 0.36 -0.05 -0.38 0.09
H 3.122 5.078 -2.817 0.14 0.45 0.11 0.11
H 1.978 5.106 -4.868 0.02 0.37 -0.33 0.07
H 1.492 3.452 -4.772 -0.38 -0.45 -0.08 0.05
H 1.855 0.815 -5.019 0.36 -0.54 -0.03 -0.04
H 0.689 -1.139 -4.988 0.66 -0.06 0.01 -0.02
H -1.098 1.266 -4.014 -0.15 0.19 0.02 -0.07
Pb -2.195 -0.405 5.099 2.72 0.98 2.70 1.81
```
Positions in Å, forces in eV/Å.

Record 2
Below is a 10-piece molecular cluster, C40H74N2O16S8 overall in a non-equilibrium geometry, with properties calculated with the ωB97M-V functional and the def2-TZVPD basis.

Properties
HOMO = -7.70 eV
orbital gap = 7.7 eV
SMILES = O=S1(=O)CCCC1.O=S1(=O)CCCC1.O=S1(=O)CCCC1.O=S1(=O)CCCC1.O=S1(=O)CCCC1.O=S1(=O)CCCC1.O=S1(=O)CCCC1.O=S1(=O)CCCC1.c1cc[nH]c1.c1cc[nH]c1
ΔE to the lowest compared entry with this formula, charge and spin = 50.7 kJ/mol
2S+1 = 1

```
140
Properties=species:S:1:pos:R:3:forces:R:3:lowdin_charge:R:1
C 1.987 0.576 -6.257 0.58 -0.67 0.10 -0.23
C 1.915 -0.755 -7.011 -0.91 -0.26 -0.10 -0.23
C 2.243 -1.811 -5.952 1.56 0.40 -0.13 -0.22
S 1.550 -1.190 -4.389 -0.33 0.29 -1.47 0.68
O 2.682 -1.042 -3.504 -0.35 0.22 0.22 -0.32
O 0.381 -1.924 -3.993 0.04 -0.31 0.33 -0.32
C 1.007 0.439 -5.085 1.43 -0.86 0.39 -0.17
H 2.024 1.439 -6.921 -0.95 0.17 0.20 0.11
H 3.040 0.499 -5.950 -0.18 0.57 0.78 0.11
H 2.612 -0.612 -7.837 0.06 -0.92 -0.04 0.12
H 0.931 -1.057 -7.384 -0.06 0.70 -0.33 0.12
H 3.317 -1.730 -5.761 -0.01 -0.23 0.11 0.09
H 2.046 -2.856 -6.171 -0.55 0.10 0.07 0.11
H 1.136 1.067 -4.210 -0.24 0.49 -0.31 0.07
H -0.023 0.309 -5.402 -0.01 0.11 0.13 0.08
C -0.600 -0.200 1.637 -1.16 0.44 -0.09 -0.20
C -0.089 -0.714 0.280 1.41 -0.12 0.48 -0.21
C -1.210 -0.834 -0.760 0.09 0.92 1.41 -0.17
S -2.135 0.724 -0.463 0.24 -0.15 0.93 0.70
O -3.579 0.638 -0.579 0.50 -0.21 -0.33 -0.34
O -1.452 1.816 -1.140 -0.09 -0.34 0.13 -0.34
C -1.724 0.805 1.326 -0.61 -0.14 -0.10 -0.20
H 0.135 0.276 2.284 0.44 -0.09 -0.44 0.08
H -1.064 -0.966 2.259 0.21 -0.36 -0.28 0.09
H 0.389 -1.688 0.404 -0.06 -0.03 0.00 0.10
H 0.745 -0.052 0.030 -0.22 0.04 -0.69 0.10
H -1.784 -1.677 -0.373 -0.57 0.06 -0.64 0.11
H -0.905 -0.887 -1.800 -0.09 -0.14 -0.02 0.07
H -2.610 0.477 1.867 -0.26 0.22 -0.29 0.08
H -1.570 1.857 1.565 0.32 0.00 -0.11 0.10
C 3.447 4.837 0.609 1.19 -0.80 0.03 -0.20
C 2.864 3.629 -0.161 0.03 -0.07 -0.59 -0.22
C 1.462 3.378 0.387 0.83 -0.35 1.33 -0.18
S 1.632 3.711 2.230 0.03 0.65 -1.50 0.67
O 1.811 2.508 3.008 0.08 -0.33 -0.14 -0.35
O 0.581 4.622 2.605 -0.17 0.11 0.26 -0.34
C 3.205 4.628 2.119 -0.79 -0.18 -0.28 -0.21
H 3.152 5.781 0.159 -0.48 0.09 0.44 0.11
H 4.527 4.773 0.456 0.05 0.29 0.01 0.11
H 3.533 2.765 -0.189 -0.19 -0.18 0.97 0.10
H 2.867 3.827 -1.237 -0.54 0.46 0.09 0.10
H 1.093 2.355 0.400 -0.04 -0.02 -0.58 0.08
H 0.763 4.094 -0.036 -0.28 -0.09 0.27 0.10
H 3.970 4.003 2.572 0.02 -0.05 -0.07 0.10
H 3.020 5.494 2.750 0.21 0.22 -0.24 0.10
C -4.466 2.326 -3.522 1.52 -0.25 0.61 -0.19
C -3.883 2.885 -4.831 -1.87 -0.23 -1.57 -0.23
C -2.656 2.096 -5.185 1.53 0.49 1.37 -0.25
S -2.900 0.437 -4.621 -1.04 0.03 0.07 0.67
O -1.845 0.097 -3.693 -0.32 -0.08 -0.22 -0.33
O -3.148 -0.388 -5.776 -0.02 -0.44 0.06 -0.32
C -4.431 0.784 -3.689 -0.55 0.38 -0.70 -0.20
H -5.460 2.700 -3.297 -0.06 -0.08 -0.05 0.12
H -3.796 2.571 -2.693 -0.16 0.18 0.09 0.10
H -3.802 3.960 -5.000 0.53 0.10 0.94 0.11
H -4.651 2.699 -5.601 0.06 -0.40 -0.02 0.12
H -1.857 2.374 -4.483 0.11 0.39 -0.31 0.09
H -2.241 2.109 -6.188 -0.40 0.00 -0.16 0.11
H -4.465 0.141 -2.813 0.24 0.40 0.29 0.08
H -5.313 0.558 -4.292 0.36 -0.46 -0.38 0.10
C 6.534 -1.007 0.712 0.41 -0.43 0.29 -0.20
C 5.783 -0.553 2.020 0.95 -1.21 -0.34 -0.19
C 4.347 -1.083 2.023 -0.19 1.39 -0.27 -0.23
S 3.898 -1.164 0.293 -1.10 0.35 -1.15 0.66
O 3.592 0.129 -0.277 0.41 0.23 0.64 -0.31
O 2.905 -2.193 0.072 0.62 0.03 0.29 -0.32
C 5.530 -1.691 -0.210 -0.13 -1.12 0.44 -0.22
H 7.341 -1.699 0.964 -0.30 -0.30 0.09 0.11
H 7.118 -0.202 0.267 -0.65 0.35 -0.25 0.11
H 5.922 0.522 2.059 -0.66 0.08 0.46 0.11
H 6.256 -1.044 2.871 0.30 0.48 0.07 0.11
H 3.716 -0.364 2.548 -0.38 -0.12 -0.26 0.10
H 4.159 -2.068 2.440 0.38 -0.13 -0.01 0.10
H 5.720 -1.733 -1.279 -0.25 0.66 -0.07 0.12
H 5.407 -2.747 0.064 0.45 -0.03 0.11 0.10
C 1.845 -4.738 -1.025 -0.67 -0.39 -0.37 -0.22
C 0.630 -4.211 -1.830 0.02 0.61 0.73 -0.22
C -0.585 -4.894 -1.207 0.68 -0.81 1.29 -0.18
S 0.056 -6.641 -0.880 -1.45 0.64 -1.46 0.70
O -0.485 -7.442 -1.970 0.57 -0.02 0.56 -0.35
O -0.158 -7.091 0.480 0.29 0.25 -0.29 -0.35
C 1.798 -6.262 -1.168 -0.38 0.08 -0.54 -0.22
H 1.685 -4.519 0.031 0.16 0.40 0.01 0.11
H 2.717 -4.201 -1.385 0.38 -0.48 0.16 0.10
H 0.698 -4.318 -2.912 0.12 -0.53 0.04 0.11
H 0.650 -3.127 -1.700 -0.47 -0.01 0.14 0.09
H -1.555 -4.928 -1.693 0.27 -0.25 -0.52 0.10
H -0.780 -4.526 -0.195 0.18 0.29 -0.04 0.07
H 1.945 -6.537 -2.213 0.19 -0.20 0.06 0.10
H 2.354 -6.913 -0.498 0.22 0.28 0.08 0.10
C -4.863 1.781 3.930 -0.62 -0.71 -0.96 -0.24
C -5.013 3.286 4.246 2.04 -1.86 0.83 -0.23
C -6.343 3.780 3.775 -0.11 0.42 1.63 -0.22
S -7.406 2.325 3.597 0.75 0.49 -1.59 0.69
O -7.488 2.168 2.149 -0.24 -0.49 0.87 -0.34
O -8.604 2.428 4.388 0.25 -0.22 0.08 -0.33
C -6.186 1.102 4.256 -1.29 1.17 -0.26 -0.21
H -4.073 1.245 4.455 0.25 0.42 0.02 0.11
H -4.735 1.636 2.853 0.31 0.02 0.05 0.11
H -4.125 3.791 3.866 -0.30 0.31 -0.22 0.12
H -4.885 3.275 5.334 -0.44 0.66 0.01 0.12
H -6.264 4.380 2.877 -0.46 -0.21 -0.17 0.11
H -6.722 4.335 4.635 -0.51 0.37 -0.54 0.10
H -6.420 0.198 3.701 0.20 -0.17 0.17 0.10
H -6.432 1.034 5.316 0.21 -0.22 0.03 0.10
C 2.791 -0.268 6.066 0.85 0.64 -2.27 -0.21
C 1.382 0.156 6.445 -0.20 -0.53 1.37 -0.22
C 0.420 -0.395 5.428 -0.34 -0.26 -0.97 -0.21
S 1.017 -2.067 4.982 0.78 1.34 1.87 0.68
O 0.947 -2.161 3.559 -0.02 -0.60 -0.82 -0.33
O 0.494 -3.073 5.883 0.02 0.41 -0.77 -0.31
C 2.736 -1.709 5.527 -0.12 -0.78 1.74 -0.21
H 3.592 -0.082 6.781 -0.42 -0.48 0.59 0.12
H 3.158 0.358 5.239 -0.45 0.13 -0.12 0.10
H 1.257 1.221 6.631 0.15 0.07 -0.35 0.12
H 1.136 -0.320 7.402 0.02 0.02 0.04 0.12
H 0.441 0.142 4.477 0.26 0.09 0.06 0.08
H -0.629 -0.427 5.719 0.10 -0.23 0.31 0.11
H 3.507 -2.077 4.857 -0.16 0.52 -0.56 0.08
H 2.866 -2.352 6.404 -0.31 -0.21 -0.09 0.10
N 0.447 5.205 -4.441 -0.68 -0.06 0.31 0.00
C 1.618 4.704 -4.970 -1.27 -0.40 1.09 -0.12
C 1.928 3.646 -4.150 1.17 -0.51 -1.64 -0.14
C 0.898 3.403 -3.229 0.60 0.45 0.70 -0.13
C 0.015 4.444 -3.357 0.13 -0.05 -1.16 -0.11
H -0.139 5.906 -4.858 0.16 0.11 -0.04 0.14
H 1.950 4.946 -5.963 0.33 0.43 0.20 0.11
H 2.804 3.048 -4.365 -0.12 -0.23 0.33 0.10
H 0.930 2.580 -2.533 -0.43 0.20 0.24 0.10
H -0.927 4.643 -2.876 0.05 0.10 0.09 0.11
N -3.382 -5.366 2.499 0.31 0.05 0.63 0.02
C -2.054 -5.285 2.178 -0.27 0.90 -0.33 -0.11
C -1.545 -4.167 2.827 0.36 -1.48 -0.72 -0.10
C -2.586 -3.623 3.604 1.21 0.56 0.26 -0.13
C -3.673 -4.408 3.436 -1.45 0.40 -0.49 -0.15
H -4.031 -6.042 2.147 0.01 -0.11 0.03 0.14
H -1.642 -5.928 1.418 0.14 -0.12 0.39 0.07
H -0.501 -3.901 2.800 -0.09 0.29 0.00 0.07
H -2.436 -2.729 4.189 -0.45 -0.11 0.28 0.09
H -4.684 -4.221 3.765 0.04 -0.30 0.07 0.10
```
Positions in Å, forces in eV/Å.

Record 3
Below is AgH10O5 as an isolated structure in a non-equilibrium geometry, with properties calculated with the ωB97M-V functional and the def2-TZVPD basis.

Properties
HOMO = -13.22 eV
orbital gap = 9.5 eV
ΔE to the lowest compared entry with this formula, charge and spin = 64.2 kJ/mol
charge = +1
2S+1 = 1

```
16
Properties=species:S:1:pos:R:3:forces:R:3:lowdin_charge:R:1
Ag 0.224 0.562 0.318 0.14 1.23 0.49 0.73
O 2.188 -0.601 0.319 0.01 -0.18 1.38 -0.05
H 2.725 -1.033 -0.309 0.98 -0.49 -1.78 0.04
H 2.423 -1.126 1.091 -0.15 0.25 0.48 0.07
O -0.777 -0.958 -1.022 -0.80 -2.21 -0.24 -0.11
H -0.755 -1.027 -1.990 -0.12 -0.20 0.36 0.07
H -0.972 -1.872 -0.664 0.30 1.43 -0.86 0.11
O -2.050 1.412 0.350 0.73 1.85 -0.04 -0.03
H -2.320 0.576 0.645 -0.93 -1.86 0.74 0.01
H -2.221 1.394 -0.585 -0.29 0.15 -0.68 0.05
O 0.866 1.479 -1.799 1.01 0.14 2.47 -0.01
H 0.314 1.890 -2.410 -1.28 0.94 -1.90 0.03
H 1.254 0.696 -2.137 0.49 -0.84 -1.03 0.03
O -0.198 -0.204 2.481 -2.63 2.39 -0.54 -0.03
H -1.037 -0.308 2.961 0.43 0.15 -0.13 0.09
H 0.338 -0.881 2.750 2.11 -2.73 1.28 0.00
```
Positions in Å, forces in eV/Å.